Entry 1:
14
Properties=species:S:1:pos:R:3:forces:R:3 method="wB97M-V/def2-TZVPD" gap_ha=0.2734 max_force_ev_per_a=6.5 homo_energy_ha=-0.2705 e_above_lowest_kj_mol=550.7
C 0.27044 -1.07046 0.03728 0.2551 2.2596 0.3811
C -1.31556 -0.71913 0.11726 6.4733 0.6825 0.2997
C -1.13550 0.67020 0.14302 -5.3318 -2.7888 -1.3799
C 0.96822 0.10924 -0.01112 -2.6905 1.6879 -1.4099
H 1.78148 -2.03779 -0.98281 -2.7479 -1.2923 2.8580
H 0.26376 -2.83450 -0.28595 1.3012 -1.3473 -0.7279
H -2.06691 -1.37621 0.49370 -0.4247 -0.0002 0.0573
H -2.90680 0.71206 1.02480 2.7756 3.9344 -3.8709
H 0.09558 2.30929 -0.09266 0.1671 -4.5043 -0.5585
H 2.56747 0.59701 0.69385 0.5185 0.1200 -0.7958
N 1.07056 -2.24117 -0.08700 0.0449 0.5568 -2.2439
N -0.00456 1.15098 -0.26966 2.1373 4.6688 1.8036
O -2.22521 1.47913 0.21531 -3.1990 -2.7847 4.4865
O 2.23494 0.56116 -0.22443 0.7211 -1.1924 1.1007

Entry 2:
13
Properties=species:S:1:pos:R:3:forces:R:3 method="wB97M-V/def2-TZVPD" gap_ha=0.3598 smiles=N#Cc1ccc[nH]1.[H][H] max_force_ev_per_a=4.0 homo_energy_ha=-0.3331 e_above_lowest_kj_mol=189.4
N 0.35036 2.46003 2.34946 0.2308 -0.0382 0.3774
C 0.37377 1.42252 1.85440 -0.4565 0.1472 -0.7874
C 0.23479 0.26136 1.04023 -1.2765 -0.7790 1.0828
C -0.91148 -0.39362 0.59318 -3.0831 1.2521 0.2672
C -0.50641 -1.59677 -0.00258 -3.5344 -1.6252 -1.0700
C 0.82325 -1.67074 0.14595 1.5656 -2.7695 -0.7202
N 1.25622 -0.61787 0.84003 0.7251 0.7703 -0.3473
H -2.06119 -0.10991 0.71351 3.0493 -0.1987 -0.3069
H -1.26000 -2.40547 -0.44124 2.1170 2.0282 0.8722
H 1.45817 -2.50474 -0.21811 -0.2251 0.9712 0.6257
H 2.11835 -0.57304 1.32268 0.8856 0.2429 0.0211
H 0.82949 2.72429 -1.42628 -0.2198 -0.3495 0.1602
H 0.45265 2.13037 -1.15227 0.2220 0.3481 -0.1749

Entry 3:
75
Properties=species:S:1:pos:R:3:forces:R:3 method="wB97M-V/def2-TZVPD" total_charge=-2 gap_ha=0.1846 max_force_ev_per_a=1.0 homo_energy_ha=-0.0546 e_above_lowest_kj_mol=49.6
Ir 1.60462 0.55278 -1.77933 0.7986 -0.5359 0.1212
C -2.33655 -0.58399 4.29806 -0.0282 -0.0205 -0.0129
S -3.86742 -0.69275 3.34294 0.0313 0.0146 -0.0109
C -3.39499 -1.82560 2.00237 -0.0618 -0.0087 0.0188
C -2.76965 -1.18435 0.77323 0.0286 0.0155 0.0333
C -1.44397 -0.50083 1.08271 0.0411 0.0389 0.0190
N -0.71090 -0.12625 -0.10799 0.1740 0.0482 -0.1544
P 0.18414 1.31592 -0.37477 -0.4173 0.0099 -0.1172
C -1.06488 2.61548 -0.68275 -0.0831 -0.0731 0.1135
C -2.35351 2.28170 -1.09341 0.0534 -0.0852 0.0615
C -3.27842 3.26714 -1.39502 -0.0778 0.0766 -0.0263
C -2.92542 4.60729 -1.29846 -0.0437 -0.0232 -0.0088
C -1.64571 4.95063 -0.88890 0.0388 -0.0313 0.0102
C -0.72278 3.96230 -0.57562 0.0420 0.0382 -0.0563
C 0.81873 1.84170 1.26330 -0.0137 0.0121 -0.0494
C 2.15848 1.58820 1.54345 0.0073 -0.0144 -0.0098
C 2.70571 1.97983 2.75777 0.0601 -0.0175 0.0065
C 1.91533 2.60991 3.70456 -0.0355 0.0323 0.0455
C 0.57292 2.85521 3.43947 0.0146 -0.0014 0.0390
C 0.03033 2.48134 2.22081 -0.0116 -0.0141 -0.0259
P 0.29388 -1.11784 -1.13028 -0.1761 0.0954 0.3809
C -0.87058 -2.00922 -2.21639 0.0225 -0.0288 -0.0784
C -1.94181 -1.31352 -2.76676 0.0040 0.0246 0.0317
C -2.80641 -1.93812 -3.65216 -0.0090 0.0177 -0.0046
C -2.58861 -3.26013 -4.01447 -0.0039 -0.0341 -0.0036
C -1.49748 -3.94766 -3.50125 -0.0345 -0.0186 -0.0426
C -0.63721 -3.32745 -2.60916 0.0507 0.1252 0.0540
C 0.83624 -2.46258 -0.00118 0.0259 0.0136 -0.0333
C -0.02912 -3.43688 0.50281 -0.0491 0.0478 -0.0773
C 0.42347 -4.39657 1.39082 0.0050 -0.0222 0.0226
C 1.75725 -4.40525 1.78073 -0.0051 -0.0560 0.0358
C 2.62561 -3.45091 1.28299 0.0576 0.0048 -0.0092
C 2.16648 -2.48304 0.39951 -0.0763 0.0688 0.0126
H -2.58585 -0.06277 5.22116 0.0063 0.0028 0.0130
H -1.55667 -0.03002 3.78106 -0.0004 0.0129 -0.0032
H -1.97385 -1.58131 4.54611 0.0076 0.0007 -0.0013
H -4.32166 -2.33234 1.72771 0.0097 -0.0141 0.0085
H -2.72621 -2.57917 2.42688 0.0066 -0.0105 -0.0042
H -3.45998 -0.45888 0.33437 0.0000 -0.0049 0.0076
H -2.61318 -1.96080 0.01967 -0.0103 0.0040 -0.0127
H -0.82907 -1.15293 1.71952 -0.0448 0.0077 0.0105
H -1.63823 0.41115 1.65289 -0.0023 -0.0219 0.0069
H -2.63133 1.23739 -1.16533 0.0107 0.0220 -0.0070
H -4.27771 2.98698 -1.70729 -0.0037 0.0109 0.0001
H -3.64690 5.37926 -1.53871 -0.0015 -0.0006 -0.0057
H -1.35440 5.99071 -0.81073 -0.0010 0.0043 -0.0001
H 0.26766 4.25244 -0.25112 0.0223 -0.0109 0.0057
H 2.77025 1.09947 0.78963 -0.0020 -0.0130 0.0092
H 3.75804 1.80995 2.94766 0.0023 -0.0027 0.0012
H 2.34642 2.92913 4.64581 0.0067 -0.0002 0.0079
H -0.04356 3.35808 4.17527 -0.0070 0.0026 -0.0033
H -1.00545 2.71166 2.00068 -0.0271 0.0146 0.0068
H -2.07464 -0.26723 -2.52376 -0.0049 0.0026 0.0230
H -3.63520 -1.38397 -4.07650 -0.0052 -0.0016 -0.0037
H -3.25308 -3.74598 -4.71942 -0.0033 -0.0016 -0.0033
H -1.28898 -4.96121 -3.81940 0.0178 -0.0016 0.0043
H 0.24512 -3.85600 -2.26653 0.0033 -0.0276 -0.0108
H -1.06147 -3.46319 0.17789 -0.0283 -0.0015 -0.0173
H -0.25904 -5.14975 1.76659 -0.0054 -0.0032 -0.0051
H 2.11757 -5.16883 2.45976 0.0021 0.0004 0.0074
H 3.67075 -3.46089 1.56385 0.0113 0.0098 0.0089
H 2.84357 -1.72882 0.01995 0.0544 -0.0022 0.0248
S 2.77245 -4.95671 -3.26758 -0.0248 -0.0357 0.0089
Sb 3.74195 -2.91751 -3.61033 -0.0965 0.0933 -0.1184
S 3.99900 -0.10107 -1.27983 -0.2896 0.1020 0.0705
S 1.86605 -1.33326 -3.80134 -0.0428 0.0836 -0.1894
S 2.72795 -1.87487 -5.66111 0.0840 -0.0638 0.0352
S 2.20567 2.80523 -2.41073 0.1119 0.1389 0.1352
C 3.31063 3.38125 -1.18712 0.1433 0.0250 -0.0051
C 2.88690 4.57160 -0.48201 -0.0211 -0.0467 -0.1042
N 2.53205 5.53287 0.04559 -0.0348 -0.0428 -0.0061
C 4.51974 2.85803 -0.83624 -0.0398 0.0076 0.0078
S 5.26629 1.49585 -1.66328 -0.0432 0.1236 -0.1341
C 5.27290 3.42410 0.24653 -0.1053 -0.0886 -0.0550
N 5.90773 3.84580 1.11218 0.0164 0.0275 0.0014

Entry 4:
16
Properties=species:S:1:pos:R:3:forces:R:3 method="wB97M-V/def2-TZVPD" gap_ha=0.3843 smiles=CC#CCCC max_force_ev_per_a=0.6 homo_energy_ha=-0.3445 e_above_lowest_kj_mol=136.4
C -2.59968 -0.80746 0.74834 -0.0934 0.0007 0.0587
C -1.42982 -0.88250 -0.12574 0.4569 0.0097 -0.2834
C -0.41310 -0.82466 -0.77238 -0.4718 0.0529 0.3633
C 0.87964 -0.39391 -1.31969 0.0262 -0.0175 -0.0291
C 1.22848 0.92810 -0.60601 0.0275 0.1055 -0.0474
C 1.53222 0.71543 0.88166 0.0228 -0.0006 0.0710
H -3.23494 0.03561 0.45322 0.0528 -0.1950 0.0442
H -3.20269 -1.72037 0.73801 0.1069 0.1248 -0.0366
H -2.26621 -0.62580 1.77752 -0.1146 -0.0766 -0.1584
H 0.82339 -0.25009 -2.40489 -0.0406 -0.0136 0.1674
H 1.65596 -1.14859 -1.13842 -0.1272 0.0952 -0.0091
H 2.07118 1.42037 -1.10393 -0.0627 -0.1017 0.0433
H 0.36044 1.58780 -0.72113 0.1785 -0.0646 0.0163
H 0.96749 -0.13903 1.27073 0.0563 0.1605 -0.0525
H 1.25156 1.58610 1.48289 0.1229 -0.0795 -0.1110
H 2.59634 0.51869 1.05009 -0.1405 -0.0003 -0.0367